The following is a quantum chemistry calculation of a molecular structure, C34H33As2HfN9O2 in a non-equilibrium geometry, from OMol25.

Its HOMO energy is -12.897 eV. As for the charge: +2. The relative energy (zero: lowest compared OMol25 entry of this formula, charge and spin) is 0.0 kcal/mol. The value obtained for the HOMO-LUMO gap is 6.44 eV. As for the lowest unoccupied orbital energy: -6.455 eV. For the total energy, the calculation gives -6477.93401 Eh.

Element x y z (Å)
Hf -0.15476 -0.42373 -0.61392
O 3.35064 -1.97246 -2.45858
C 2.30353 -1.41402 -2.26881
N 1.92761 -0.74172 -1.13208
C 2.75885 -0.74122 0.01310
C 4.11746 -0.44381 0.00764
C 4.79323 -0.41570 1.24003
C 4.18058 -0.80087 2.43666
C 2.82312 -1.05656 2.45314
C 2.11644 -1.06567 1.22940
N 0.77262 -1.42677 1.04043
C 0.33268 -2.69591 1.34241
O 0.86579 -3.40808 2.18081
C -0.87902 -3.12129 0.56142
C -1.37069 -4.38064 0.85608
C -2.43691 -4.84466 0.16778
C -2.95538 -4.00240 -0.84444
C -2.40215 -2.75879 -1.07356
N -1.36211 -2.29808 -0.34586
C 1.17723 -1.35500 -3.30615
C 1.56558 -1.42884 -4.62834
C 0.60504 -1.48225 -5.55536
C -0.70273 -1.36480 -5.13847
C -0.97394 -1.12826 -3.80258
N -0.02511 -1.12890 -2.86723
H 4.59005 -0.17593 -0.92237
H 5.85775 -0.13456 1.23247
H 4.77048 -0.80120 3.38727
H 2.26753 -1.26763 3.33803
H -0.93741 -4.93805 1.67845
H -3.03186 -5.70206 0.46692
H -3.85347 -4.32789 -1.34234
H -2.75069 -2.12740 -1.87403
H 2.60691 -1.51248 -4.75057
H 0.76555 -1.49696 -6.63686
H -1.54084 -1.44119 -5.79317
H -2.00778 -0.90852 -3.45346
C -3.17728 0.97305 2.74604
As -1.56408 0.04546 2.27071
C -1.65738 -1.57742 3.33333
C -0.18664 1.10456 3.29099
C -0.17871 1.01252 4.66124
C 0.78107 1.62958 5.49345
C 1.73978 2.39277 4.92658
C 1.72257 2.53016 3.51475
C 0.83309 1.89638 2.66273
As 0.92308 2.04588 0.70987
C 2.78954 2.69215 0.37727
C -0.31037 3.55771 0.60240
H -4.10889 0.32470 2.46070
H -3.24244 1.81067 2.12212
H -3.23552 1.25910 3.80530
H -2.32044 -1.31087 4.17666
H -0.59078 -1.73899 3.64809
H -2.01736 -2.50458 2.89291
H -1.03267 0.53449 5.07607
H 0.73908 1.53414 6.57438
H 2.41322 3.00256 5.53117
H 2.53913 3.13477 3.06271
H 3.33011 2.37387 1.25808
H 2.90205 3.75508 0.09947
H 3.19041 2.10119 -0.44797
H -1.32124 3.04953 0.73985
H -0.22740 4.08404 -0.34126
H -0.14650 4.22618 1.40983
N -4.44153 0.84583 -1.67578
C -3.65913 0.15275 -0.86605
N -2.40792 0.39312 -1.17256
C -2.51099 1.33460 -2.17561
N -3.74324 1.67594 -2.47170
C -1.29446 1.95138 -2.76922
C -1.31910 2.76147 -3.86235
N -0.18933 3.17696 -4.47699
C 0.94068 2.76822 -3.93077
C 0.98477 1.95338 -2.81961
N -0.12636 1.57258 -2.22007
H -5.42980 1.02629 -1.65768
H -4.07669 -0.55920 -0.20186
H -2.25553 3.06182 -4.36815
H 1.84771 3.03203 -4.47108
H 1.93165 1.64838 -2.34183

Listed below, in e, are the Mulliken charges computed for each atom: number 1, Hf, carries 0.75; number 2, O, carries -0.59; number 3, C, carries 0.37; number 4, N, carries 0.50; number 5, C, carries -0.05; number 6, C, carries -0.17; number 7, C, carries -0.86; number 8, C, carries -0.84; number 9, C, carries -0.50; number 10, C, carries -0.14; number 11, N, carries 0.67; number 12, C, carries 0.28; number 13, O, carries -0.67; number 14, C, carries 0.41; number 15, C, carries -0.66; number 16, C, carries -0.56; number 17, C, carries -1.11; number 18, C, carries -0.10; number 19, N, carries 0.59; number 20, C, carries 0.65; number 21, C, carries -1.41; number 22, C, carries -0.57; number 23, C, carries -1.17; number 24, C, carries 0.25; number 25, N, carries 0.40; number 26, H, carries 0.57; number 27, H, carries 0.39; number 28, H, carries 0.38; number 29, H, carries 0.62; number 30, H, carries 0.58; number 31, H, carries 0.43; number 32, H, carries 0.47; number 33, H, carries 0.29; number 34, H, carries 0.72; number 35, H, carries 0.45; number 36, H, carries 0.50; number 37, H, carries 0.18; number 38, C, carries -1.18; number 39, As, carries 1.27; number 40, C, carries -1.42; number 41, C, carries -0.18; number 42, C, carries -0.62; number 43, C, carries -0.84; number 44, C, carries -0.90; number 45, C, carries -0.43; number 46, C, carries -0.12; number 47, As, carries 1.41; number 48, C, carries -1.26; number 49, C, carries -1.01; number 50, H, carries 0.32; number 51, H, carries 0.43; number 52, H, carries 0.43; number 53, H, carries 0.59; number 54, H, carries 0.30; number 55, H, carries 0.38; number 56, H, carries 0.42; number 57, H, carries 0.44; number 58, H, carries 0.45; number 59, H, carries 0.40; number 60, H, carries 0.47; number 61, H, carries 0.36; number 62, H, carries 0.25; number 63, H, carries 0.15; number 64, H, carries 0.42; number 65, H, carries 0.52; number 66, N, carries 0.15; number 67, C, carries -0.93; number 68, N, carries 0.36; number 69, C, carries 0.27; number 70, N, carries -0.73; number 71, C, carries -0.15; number 72, C, carries -0.59; number 73, N, carries -0.50; number 74, C, carries -0.61; number 75, C, carries -0.36; number 76, N, carries 1.02; number 77, H, carries 0.25; number 78, H, carries 0.62; number 79, H, carries 0.48; number 80, H, carries 0.44; number 81, H, carries 0.15

---

The following is a quantum chemistry calculation of a molecular structure, C34H33BCl3F4N3OPbSb2, from OMol25.

Its HOMO energy is -1.297 eV. As for the charge: -2. The relative energy (zero: lowest compared OMol25 entry of this formula, charge and spin) is 0.0 kcal/mol. The value obtained for the HOMO-LUMO gap is 5.37 eV. As for the lowest unoccupied orbital energy: 4.074 eV. For the total energy, the calculation gives -4033.46045 Eh.

Element x y z (Å)
Pb 1.09938 -0.87430 0.44074
Cl -5.48616 -4.04577 2.54967
C -4.16756 -3.00238 2.03938
C -3.80073 -1.91025 2.83267
C -2.79706 -1.07574 2.42054
C -2.09166 -1.26456 1.19328
O -1.25868 -0.38043 0.79369
C -2.43422 -2.44295 0.45479
C -1.74047 -2.87335 -0.73995
N -0.58906 -2.47258 -1.11626
C 0.03937 -3.11333 -2.18875
C 0.09711 -4.48596 -2.26255
C 0.83288 -5.13703 -3.27199
C 1.54078 -4.41506 -4.18700
C 1.53008 -3.00054 -4.12894
C 2.30014 -2.19700 -5.00286
C 2.28032 -0.84464 -4.86463
C 1.44541 -0.27735 -3.87473
N 0.69678 -0.98016 -3.06959
C 0.76028 -2.33550 -3.14878
C -3.49266 -3.26253 0.87840
H -4.30732 -1.73750 3.77396
H -2.48550 -0.24062 3.03258
H -2.26329 -3.63708 -1.33498
H -0.38451 -5.06898 -1.48820
H 0.86185 -6.21972 -3.29070
H 2.14043 -4.90659 -4.94433
H 2.91982 -2.67718 -5.75245
H 2.89439 -0.20133 -5.47951
H 1.42355 0.79662 -3.74109
H -3.76241 -4.12621 0.28073
C -3.36237 0.74806 -1.66508
Sb -1.42964 1.67814 -1.46387
C -1.49748 2.38678 -3.51977
C -2.31316 3.54622 -0.72344
C -1.26663 4.59779 -0.55093
C -1.02982 5.48392 -1.60476
C -0.03393 6.44444 -1.55273
C 0.75752 6.53836 -0.41712
C 0.52983 5.67415 0.63902
C -0.46720 4.69711 0.60085
C -0.61640 3.78461 1.76648
Sb 0.70124 2.02005 1.83757
C -0.10972 1.51838 3.75811
C 2.39537 3.10697 2.57685
H -4.08117 1.47645 -2.04525
H -3.68542 0.37030 -0.69920
H -3.29039 -0.08728 -2.36116
H -2.50174 2.73696 -3.76305
H -1.22476 1.57604 -4.19497
H -0.78497 3.20098 -3.65088
H -2.83695 3.28846 0.19659
H -3.04765 3.85217 -1.47032
H -1.65228 5.40656 -2.49001
H 0.12605 7.10836 -2.39382
H 1.55452 7.26915 -0.35884
H 1.15241 5.73504 1.52436
H -1.62098 3.37414 1.86333
H -0.36548 4.30199 2.69374
H 0.15501 2.27119 4.50192
H 0.27647 0.53750 4.03267
H -1.19448 1.45179 3.67378
H 2.12765 3.65263 3.48272
H 2.74734 3.78377 1.80081
H 3.19132 2.39331 2.78198
F 2.65456 2.51497 -0.61185
B 3.90644 1.86903 -0.73906
F 4.24130 1.30521 0.50199
F 4.87892 2.80316 -1.12660
F 3.81817 0.85578 -1.71026
Cl 0.27479 -1.80815 5.34293
C 1.14526 -3.00344 4.39919
C 1.55900 -4.14005 5.04768
C 2.23824 -5.15223 4.37005
C 2.46681 -4.96936 3.00963
C 2.04556 -3.82351 2.37684
Cl 2.37134 -3.69862 0.65313
C 1.37975 -2.69188 3.00044
N 1.02436 -1.56438 2.46050
H 1.34013 -4.23869 6.10437
H 2.57410 -6.04336 4.88126
H 2.97786 -5.72900 2.43107

Listed below, in e, are the Mulliken charges computed for each atom: number 1, Pb, carries 1.07; number 2, Cl, carries -0.30; number 3, C, carries 0.15; number 4, C, carries -0.75; number 5, C, carries -0.28; number 6, C, carries -0.37; number 7, O, carries 0.00; number 8, C, carries 1.04; number 9, C, carries -1.09; number 10, N, carries 0.81; number 11, C, carries -0.12; number 12, C, carries -0.06; number 13, C, carries -0.77; number 14, C, carries -0.89; number 15, C, carries 0.97; number 16, C, carries -0.76; number 17, C, carries -0.91; number 18, C, carries -0.12; number 19, N, carries 0.05; number 20, C, carries -0.22; number 21, C, carries -1.02; number 22, H, carries 0.41; number 23, H, carries 0.16; number 24, H, carries 0.43; number 25, H, carries 0.55; number 26, H, carries 0.36; number 27, H, carries 0.35; number 28, H, carries 0.37; number 29, H, carries 0.39; number 30, H, carries 0.45; number 31, H, carries 0.37; number 32, C, carries -1.55; number 33, Sb, carries 0.93; number 34, C, carries -1.55; number 35, C, carries -1.66; number 36, C, carries 0.72; number 37, C, carries -0.66; number 38, C, carries -0.70; number 39, C, carries -0.83; number 40, C, carries -0.52; number 41, C, carries 0.92; number 42, C, carries -1.71; number 43, Sb, carries 0.60; number 44, C, carries -1.17; number 45, C, carries -1.43; number 46, H, carries 0.51; number 47, H, carries 0.37; number 48, H, carries 0.38; number 49, H, carries 0.46; number 50, H, carries 0.41; number 51, H, carries 0.38; number 52, H, carries 0.62; number 53, H, carries 0.68; number 54, H, carries 0.35; number 55, H, carries 0.38; number 56, H, carries 0.37; number 57, H, carries 0.34; number 58, H, carries 0.48; number 59, H, carries 0.73; number 60, H, carries 0.53; number 61, H, carries 0.04; number 62, H, carries 0.32; number 63, H, carries 0.51; number 64, H, carries 0.28; number 65, H, carries 0.37; number 66, F, carries -0.16; number 67, B, carries 0.26; number 68, F, carries -0.38; number 69, F, carries -0.36; number 70, F, carries -0.35; number 71, Cl, carries -0.28; number 72, C, carries 0.32; number 73, C, carries -0.57; number 74, C, carries -0.38; number 75, C, carries -0.67; number 76, C, carries 0.73; number 77, Cl, carries -0.25; number 78, C, carries -0.53; number 79, N, carries -0.56; number 80, H, carries 0.33; number 81, H, carries 0.33; number 82, H, carries 0.33

---

Which of these has the lowest HOMO energy?
C34H33As2HfN9O2

---

Look up the charge of the first one.
+2

---

Which of these has the highest HOMO-LUMO gap?
C34H33As2HfN9O2